No. 1
Density functional theory data (ωB97M-V/def2-TZVPD) for a structure of composition C15H17N7OS2Ta.

CARTESIAN COORDINATES (ANGSTROEM)
Ta  0.256  -0.243  0.913
N  2.807  -3.265  1.903
C  2.382  -2.079  1.512
S  1.306  -1.204  2.749
N  2.652  -1.600  0.323
N  2.086  -0.361  0.108
C  2.820  0.547  -0.552
C  2.493  1.897  -0.637
C  3.334  2.746  -1.405
C  3.071  4.092  -1.485
C  1.975  4.611  -0.799
C  1.132  3.806  -0.022
C  1.390  2.467  0.068
O  0.605  1.643  0.809
H  2.734  -3.573  2.859
H  3.315  -3.851  1.251
H  3.740  0.166  -0.993
H  4.178  2.315  -1.930
H  3.704  4.746  -2.068
H  1.768  5.673  -0.861
H  0.307  4.237  0.529
N  -2.862  0.181  1.910
N  -1.747  0.880  1.319
H  -3.716  0.704  1.727
H  -2.732  0.184  2.917
H  -1.560  1.773  1.782
H  -2.022  1.130  0.366
N  -1.790  -3.157  2.436
C  -1.992  -2.678  1.225
N  -1.130  -1.825  0.617
C  -1.597  -1.524  -0.676
C  -0.879  -0.763  -1.590
C  -1.526  -0.372  -2.770
C  -2.819  -0.805  -3.037
C  -3.494  -1.644  -2.154
C  -2.873  -1.981  -0.963
S  -3.418  -3.033  0.329
H  -0.897  -3.043  2.893
H  -2.453  -3.787  2.867
H  0.204  -0.655  -1.583
H  -0.986  0.197  -3.515
H  -3.290  -0.533  -3.972
H  -4.478  -2.022  -2.402

The charge is +3. The LUMO energy comes out at -12.0925 eV. As for the spin multiplicity: 1. For the HOMO energy, the calculation gives -17.96 eV. For the strongest force on any atom, the calculation gives 0.99 eV/Å. For the energy above the lowest of the compared OMol25 structures with the same formula, charge and spin, the calculation gives 37.5 kcal/mol. For the total energy, the calculation gives -51505.3064 eV.

=====

No. 2
Density functional theory data (ωB97M-V/def2-TZVPD) for a cluster of 2 separate species, C15H18 in total at a distorted geometry.

CARTESIAN COORDINATES (ANGSTROEM)
C  0.438  0.411  4.063
C  0.234  1.527  2.984
C  -0.941  1.238  2.064
C  -1.351  -0.028  1.658
C  -2.602  -0.200  1.007
C  -3.151  0.991  0.504
C  -2.676  2.231  0.688
C  -1.595  2.376  1.647
H  1.379  0.146  4.529
H  0.063  -0.547  3.705
H  -0.085  0.648  5.045
H  0.117  2.339  3.558
H  1.111  1.902  2.456
H  -0.645  -0.846  1.895
H  -3.013  -1.223  1.062
H  -4.223  1.017  0.206
H  -3.214  3.094  0.265
H  -1.426  3.410  2.023
C  1.852  -3.020  -3.903
C  1.662  -1.847  -2.907
C  1.028  -0.662  -3.223
C  1.039  0.407  -2.277
C  1.553  0.127  -1.026
C  1.964  -1.119  -0.527
C  1.982  -2.064  -1.495
H  0.903  -3.379  -4.282
H  2.304  -3.953  -3.447
H  2.518  -2.765  -4.766
H  0.552  -0.233  -4.061
H  0.783  1.394  -2.601
H  1.674  1.089  -0.425
H  2.246  -1.315  0.559
H  2.333  -2.991  -1.270

The charge is 0. The LUMO energy comes out at 0.9175 eV. As for the spin multiplicity: 1. For the HOMO energy, the calculation gives -8.79 eV. For the strongest force on any atom, the calculation gives 4.18 eV/Å. For the energy above the lowest of the compared OMol25 structures with the same formula, charge and spin, the calculation gives 59.8 kcal/mol. For the total energy, the calculation gives -15844.3864 eV. As for the SMILES: CCc1ccccc1.Cc1ccccc1.

=====

No. 3
Density functional theory data (ωB97M-V/def2-TZVPD) for a cluster of 2 separate species, C15H18 in total at a distorted geometry.

CARTESIAN COORDINATES (ANGSTROEM)
C  0.146  -2.745  1.648
C  -1.041  -2.273  2.472
C  -1.170  -0.777  2.587
C  -0.427  -0.052  3.510
C  -0.555  1.332  3.588
C  -1.461  1.989  2.775
C  -2.214  1.279  1.839
C  -2.098  -0.092  1.799
H  0.098  -2.287  0.663
H  0.102  -3.818  1.476
H  1.132  -2.482  2.025
H  -1.925  -2.588  1.893
H  -1.186  -2.817  3.406
H  0.208  -0.572  4.214
H  0.068  1.920  4.249
H  -1.574  3.059  2.913
H  -2.911  1.849  1.239
H  -2.653  -0.734  1.122
C  1.087  2.253  -4.337
C  1.248  1.086  -3.404
C  1.503  -0.183  -3.938
C  1.580  -1.304  -3.125
C  1.349  -1.195  -1.764
C  1.001  0.036  -1.226
C  0.983  1.160  -2.044
H  0.661  1.966  -5.294
H  2.009  2.815  -4.476
H  0.393  2.984  -3.897
H  1.705  -0.241  -5.005
H  1.817  -2.243  -3.605
H  1.211  -2.066  -1.131
H  0.705  0.184  -0.197
H  0.726  2.119  -1.613

The charge is 0. The LUMO energy comes out at 0.9391 eV. As for the spin multiplicity: 1. For the HOMO energy, the calculation gives -9.00 eV. For the strongest force on any atom, the calculation gives 1.42 eV/Å. For the energy above the lowest of the compared OMol25 structures with the same formula, charge and spin, the calculation gives 1.3 kcal/mol. For the total energy, the calculation gives -15846.9231 eV. As for the SMILES: CCc1ccccc1.Cc1ccccc1.

=====

No. 4
Density functional theory data (ωB97M-V/def2-TZVPD) for a structure of composition C15H18AsBaN3O2S5.

CARTESIAN COORDINATES (ANGSTROEM)
Ba  1.910  -2.240  -1.217
O  5.901  0.313  -1.533
C  4.725  -0.029  -1.375
O  4.261  -1.191  -1.216
C  3.700  1.120  -1.378
C  4.191  2.443  -1.204
C  3.319  3.482  -1.210
C  1.941  3.233  -1.428
C  0.968  4.259  -1.478
C  -0.344  3.957  -1.715
C  -0.735  2.615  -1.919
C  0.182  1.603  -1.870
C  1.544  1.892  -1.613
N  2.432  0.851  -1.560
H  5.256  2.562  -1.070
H  3.654  4.504  -1.063
H  1.286  5.285  -1.327
H  -1.084  4.747  -1.754
H  -1.773  2.375  -2.114
H  -0.116  0.571  -2.025
S  0.054  -4.685  -0.299
As  -1.031  -3.760  -1.992
S  -1.151  -1.611  -1.470
S  0.456  -3.782  -3.582
S  -2.917  -4.632  -2.338
C  -2.891  -3.120  2.904
C  -2.225  -2.672  1.608
N  -0.798  -2.434  1.777
C  -0.119  -1.337  2.046
S  1.610  -1.343  1.976
N  -0.684  -0.166  2.439
C  -2.059  0.313  2.404
C  -2.476  0.866  1.048
H  -3.949  -3.327  2.727
H  -2.811  -2.364  3.691
H  -2.419  -4.033  3.270
H  -2.718  -1.817  1.157
H  -2.289  -3.468  0.865
H  -0.242  -3.180  1.323
H  0.023  0.549  2.509
H  -2.120  1.098  3.162
H  -2.732  -0.475  2.727
H  -1.836  1.705  0.766
H  -3.512  1.216  1.082
H  -2.381  0.105  0.268

The charge is -2. The LUMO energy comes out at 4.1420 eV. As for the spin multiplicity: 1. For the HOMO energy, the calculation gives -1.39 eV. For the strongest force on any atom, the calculation gives 0.51 eV/Å. For the energy above the lowest of the compared OMol25 structures with the same formula, charge and spin, the calculation gives 0.0 kcal/mol. For the total energy, the calculation gives -140129.5700 eV.